The following is a quantum chemistry calculation of a molecular structure, C11H22N2O3S at a distorted geometry, from the OMol25 dataset.

The geometry in ORCA input format:
```
! wB97M-V def2-TZVPD RIJCOSX def2/J DEFGRID3
* xyz 0 1
C 1.312 0.376 1.482
C -0.052 0.656 1.033
C 1.849 -0.381 0.235
C 3.198 -0.989 0.683
C 3.174 -3.671 0.242
C -1.558 1.816 -0.725
C -2.829 2.030 -0.066
C -1.562 0.859 -1.875
C -0.369 1.123 -2.847
C -2.038 -0.726 -1.950
C -3.286 -0.727 -0.665
H -0.178 -0.655 2.577
H 0.960 0.356 3.563
H 1.940 1.253 1.614
H 1.960 0.520 -0.674
H 1.135 -1.256 0.242
H 3.171 -1.181 1.703
H 3.851 -0.079 0.731
H 4.036 -4.066 1.151
H 2.912 -4.408 -0.915
H 1.955 -3.097 0.925
H 0.306 2.333 -0.201
H -1.354 2.740 -1.186
H -2.585 1.404 -2.383
H 0.694 0.698 -2.644
H -0.370 0.877 -3.914
H -0.489 2.369 -2.956
H -1.130 -1.468 -1.741
H -2.506 -1.013 -3.130
H -2.374 -1.132 0.789
H -4.049 -1.660 -1.336
H -4.161 0.574 -0.461
H -2.283 0.877 1.744
N 1.055 -0.557 2.930
N -0.396 1.815 0.285
O -1.004 -0.429 1.045
O -3.791 2.552 -0.506
O -2.806 1.657 1.304
S 4.231 -2.201 -0.252
*
```

Computed properties:
**ΔE to the lowest compared entry with this formula, charge and spin**: 445.8 kcal/mol
**HOMO**: -8.8 eV
**Total energy**: -31704.02942 eV